1.
{"formula": "C17H18BrNO4", "method": "wB97M-V/def2-TZVPD", "symbols": ["C", "O", "C", "C", "O", "O", "C", "C", "O", "C", "C", "C", "C", "N", "C", "C", "C", "C", "Br", "C", "C", "C", "C", "H", "H", "H", "H", "H", "H", "H", "H", "H", "H", "H", "H", "H", "H", "H", "H", "H", "H"], "positions_angstrom": [[-8.483, 0.318, -0.175], [-8.067, -0.897, -0.749], [-6.903, -1.434, -0.169], [-5.661, -0.590, -0.460], [-5.041, -0.601, -1.488], [-5.381, 0.213, 0.574], [-4.158, 0.923, 0.482], [-2.980, -0.054, 0.620], [-3.185, -1.230, 0.837], [-1.674, 0.544, 0.461], [-1.351, 1.921, 0.287], [-0.002, 2.015, 0.132], [0.852, 3.221, -0.043], [0.526, 0.740, 0.210], [1.894, 0.425, 0.106], [2.536, -0.237, 1.149], [3.879, -0.547, 1.053], [4.578, -0.189, -0.088], [6.431, -0.606, -0.220], [3.952, 0.468, -1.135], [2.608, 0.772, -1.036], [-0.475, -0.158, 0.416], [-0.255, -1.621, 0.500], [-9.431, 0.568, -0.648], [-7.765, 1.125, -0.356], [-8.628, 0.215, 0.908], [-6.767, -2.415, -0.628], [-7.015, -1.531, 0.920], [-4.087, 1.436, -0.483], [-4.156, 1.644, 1.300], [-2.037, 2.744, 0.288], [1.789, 3.117, 0.500], [0.322, 4.094, 0.331], [1.085, 3.396, -1.094], [1.983, -0.499, 2.037], [4.381, -1.058, 1.860], [4.509, 0.734, -2.020], [2.105, 1.267, -1.852], [-1.125, -2.133, 0.096], [-0.151, -1.939, 1.538], [0.638, -1.917, -0.047]], "forces_ev_per_angstrom": [[-0.075, 0.111, 0.041], [0.111, -0.131, -0.146], [0.015, -0.099, 0.054], [-0.284, -0.258, -0.312], [-0.015, 0.022, 0.014], [0.024, 0.251, 0.430], [0.023, -0.256, -0.228], [-0.341, 0.165, -0.010], [-0.014, -0.009, 0.067], [0.821, -0.197, 0.033], [0.163, -0.136, -0.050], [-0.211, 0.516, 0.064], [-0.004, -0.052, -0.069], [-0.389, 0.063, 0.029], [0.656, -0.176, -0.033], [-0.139, 0.182, -0.161], [0.163, -0.030, -0.099], [0.186, -0.038, -0.013], [-0.245, 0.053, 0.016], [0.177, -0.048, 0.076], [-0.191, -0.090, 0.184], [-0.657, -0.193, -0.012], [-0.002, -0.132, -0.059], [0.018, 0.066, 0.059], [-0.037, -0.010, 0.008], [0.002, 0.022, -0.020], [0.098, 0.132, 0.114], [0.008, -0.032, -0.134], [0.022, 0.000, 0.166], [0.022, -0.029, -0.078], [-0.096, 0.265, -0.012], [0.056, 0.099, 0.022], [0.004, 0.051, 0.020], [0.093, 0.067, -0.030], [-0.078, -0.011, 0.088], [0.038, -0.032, 0.051], [0.040, 0.014, -0.057], [-0.079, 0.048, -0.077], [0.055, -0.027, 0.023], [0.025, -0.092, 0.041], [0.039, -0.048, 0.004]], "e_lumo_ev": 0.505, "max_force_ev_per_a": 0.84, "smiles": "COCC(=O)OCC(=O)c1cc(C)n(-c2ccc(Br)cc2)c1C", "orbital_gap_ha": 0.326, "e_above_lowest_kcal_mol": 7.6}

2.
{"formula": "C17H18Cl2N2O2", "method": "wB97M-V/def2-TZVPD", "symbols": ["O", "C", "N", "C", "C", "C", "Cl", "C", "C", "Cl", "C", "C", "N", "C", "C", "C", "O", "C", "C", "C", "C", "C", "C", "H", "H", "H", "H", "H", "H", "H", "H", "H", "H", "H", "H", "H", "H", "H", "H", "H", "H"], "positions_angstrom": [[-1.703, 2.119, -0.219], [-1.153, 1.170, 0.230], [-1.525, 0.179, 1.216], [-2.709, 0.141, 1.728], [-2.762, -0.974, 2.598], [-4.005, -1.150, 3.256], [-4.018, -2.449, 4.582], [-4.971, -0.004, 3.063], [-4.868, 0.900, 2.103], [-6.354, 1.905, 1.666], [-3.855, 1.009, 1.290], [0.546, 1.058, -0.229], [0.795, -0.266, 0.028], [2.239, -0.715, 0.212], [2.736, -2.000, 0.515], [4.352, -2.215, 0.678], [4.638, -3.520, 0.882], [0.641, 1.383, -1.663], [1.641, 2.105, -2.045], [1.804, 2.428, -3.534], [1.070, 1.851, -4.340], [0.065, 1.029, -4.116], [-0.098, 0.722, -2.732], [-0.737, -0.491, 1.236], [-2.011, -1.528, 2.865], [-5.910, -0.484, 3.543], [-3.573, 1.746, 0.838], [1.003, 1.793, 0.476], [0.534, -0.953, -0.636], [2.703, -0.092, 1.035], [2.904, -0.180, -0.797], [2.295, -2.746, -0.462], [2.060, -2.223, 1.245], [4.600, -1.683, 1.520], [4.609, -1.975, -0.271], [4.039, -4.223, 1.528], [2.403, 2.696, -1.261], [2.630, 3.193, -3.688], [1.342, 2.257, -5.265], [-0.584, 0.336, -4.852], [-0.814, -0.152, -2.222]], "forces_ev_per_angstrom": [[-1.726, 0.312, 0.186], [3.953, -0.759, 0.595], [5.332, 3.961, -5.531], [-4.348, -1.620, 0.843], [-7.753, 3.172, 0.231], [1.445, 3.181, -0.240], [-0.616, 1.810, -1.817], [-1.734, -8.119, 4.345], [-4.642, 1.518, -0.341], [1.293, -0.747, 0.706], [4.079, -8.856, 5.293], [-4.836, 0.719, 0.951], [4.024, -5.016, 2.892], [3.001, 8.363, -2.689], [-0.258, -4.432, -4.943], [-6.488, -1.126, 1.430], [-0.798, -5.931, 2.172], [-1.879, -1.998, -0.822], [5.283, 5.655, -2.428], [6.385, 3.926, 11.216], [-1.325, 0.333, -7.620], [-4.890, -6.180, 3.250], [-1.829, -1.693, 1.409], [-0.750, 0.130, 0.478], [4.415, -2.944, 0.919], [0.899, 2.253, -0.806], [2.262, 8.057, -5.818], [0.071, -0.801, -0.737], [-1.260, -0.004, -1.241], [-0.891, 0.083, -0.572], [-1.746, -1.582, 2.451], [1.622, 1.538, 2.654], [-0.951, -1.918, 3.090], [1.238, 2.128, 1.459], [1.963, 1.250, -2.536], [2.176, 4.013, -2.711], [-2.193, -1.760, -2.121], [-1.284, -1.236, -0.505], [-0.475, -0.273, -2.390], [1.823, 2.217, 1.451], [1.409, 2.376, -2.156]], "e_lumo_ev": 0.231, "max_force_ev_per_a": 13.49, "smiles": "O=C(Nc1cc(Cl)cc(Cl)c1)[C@@H](NCCCO)c1ccccc1", "orbital_gap_ha": 0.317, "e_above_lowest_kcal_mol": 0.0}

3.
{"formula": "C17H18Cl2O3", "method": "wB97M-V/def2-TZVPD", "symbols": ["C", "O", "C", "C", "C", "C", "C", "C", "C", "O", "C", "C", "C", "O", "C", "C", "Cl", "C", "C", "C", "C", "Cl", "H", "H", "H", "H", "H", "H", "H", "H", "H", "H", "H", "H", "H", "H", "H", "H", "H", "H"], "positions_angstrom": [[-1.002, -1.184, -2.424], [-0.004, -0.224, -2.167], [0.897, -0.381, -1.155], [1.842, 0.644, -1.094], [2.843, 0.681, -0.142], [3.807, 1.825, -0.076], [2.919, -0.367, 0.767], [2.005, -1.398, 0.716], [0.971, -1.422, -0.218], [0.080, -2.480, -0.278], [-0.513, -2.955, 0.915], [-1.651, -2.054, 1.406], [-1.156, -0.821, 2.177], [-2.040, 0.284, 2.023], [-1.838, 1.058, 0.916], [-2.803, 1.095, -0.095], [-4.221, 0.126, 0.078], [-2.653, 1.893, -1.216], [-1.523, 2.679, -1.347], [-0.562, 2.686, -0.354], [-0.722, 1.887, 0.765], [0.470, 1.956, 2.012], [-1.761, -1.198, -1.638], [-0.583, -2.185, -2.540], [-1.465, -0.867, -3.358], [1.754, 1.425, -1.832], [3.512, 2.512, 0.718], [4.811, 1.471, 0.146], [3.823, 2.374, -1.015], [3.697, -0.380, 1.515], [2.091, -2.212, 1.421], [0.224, -3.100, 1.711], [-0.918, -3.931, 0.636], [-2.328, -2.636, 2.031], [-2.217, -1.720, 0.534], [-1.128, -1.021, 3.251], [-0.151, -0.550, 1.844], [-3.417, 1.886, -1.977], [-1.396, 3.294, -2.224], [0.312, 3.311, -0.433]], "forces_ev_per_angstrom": [[-0.320, -0.270, -0.201], [0.326, 0.123, 0.269], [0.008, -0.080, 0.011], [0.045, -0.174, 0.101], [-0.045, -0.078, -0.137], [-0.065, -0.012, 0.047], [-0.046, -0.055, -0.023], [-0.052, -0.077, -0.057], [-0.083, 0.036, -0.137], [0.378, 0.262, -0.246], [-0.494, -0.026, 0.347], [0.323, 0.106, -0.063], [0.209, -0.444, -0.137], [-0.129, 0.573, -0.132], [0.002, -0.133, -0.015], [0.172, 0.020, 0.131], [-0.193, -0.081, -0.046], [0.013, -0.057, 0.067], [-0.012, 0.009, 0.046], [-0.086, -0.042, 0.058], [-0.187, -0.023, -0.003], [0.049, 0.073, 0.165], [0.037, -0.026, -0.032], [-0.070, 0.095, -0.019], [-0.002, -0.031, 0.051], [-0.002, 0.112, -0.111], [0.027, 0.106, 0.037], [0.098, 0.036, -0.009], [0.059, 0.080, -0.053], [0.100, -0.007, 0.089], [-0.012, -0.086, 0.033], [0.024, -0.079, -0.092], [0.105, 0.077, 0.137], [-0.080, -0.019, -0.020], [-0.018, -0.059, 0.024], [0.077, 0.035, -0.101], [-0.185, 0.011, 0.152], [-0.090, -0.013, -0.054], [0.015, 0.070, -0.094], [0.104, 0.048, 0.015]], "e_lumo_ev": 0.777, "max_force_ev_per_a": 0.60, "smiles": "COc1cc(C)ccc1OCCCOc1c(Cl)cccc1Cl", "orbital_gap_ha": 0.324, "e_above_lowest_kcal_mol": 0.0}

4.
{"formula": "C17H18ClN3O2", "method": "wB97M-V/def2-TZVPD", "symbols": ["N", "C", "C", "N", "C", "C", "O", "C", "C", "C", "C", "C", "C", "Cl", "O", "C", "N", "C", "C", "C", "C", "C", "C", "H", "H", "H", "H", "H", "H", "H", "H", "H", "H", "H", "H", "H", "H", "H", "H", "H", "H"], "positions_angstrom": [[1.776, 3.611, 0.487], [1.251, 2.754, -0.070], [0.598, 1.714, -0.733], [-0.710, 1.820, -1.151], [-1.009, 0.696, -1.692], [-2.307, 0.292, -2.303], [-3.132, -0.447, -1.428], [-3.819, 0.203, -0.445], [-3.698, 1.551, -0.130], [-4.468, 2.099, 0.884], [-5.362, 1.321, 1.595], [-5.487, -0.026, 1.298], [-4.722, -0.577, 0.288], [-4.868, -2.254, -0.093], [0.026, -0.202, -1.680], [1.049, 0.440, -1.076], [2.252, -0.157, -0.984], [3.300, 0.488, -0.220], [3.132, 0.270, 1.288], [3.769, -1.021, 1.816], [3.722, -2.224, 0.866], [2.410, -2.396, 0.098], [2.367, -1.583, -1.201], [-2.109, -0.391, -3.135], [-2.824, 1.186, -2.670], [-2.988, 2.171, -0.652], [-4.358, 3.148, 1.115], [-5.960, 1.754, 2.382], [-6.175, -0.654, 1.842], [4.256, 0.092, -0.565], [3.271, 1.555, -0.445], [2.063, 0.279, 1.509], [3.567, 1.119, 1.817], [4.817, -0.831, 2.057], [3.268, -1.284, 2.750], [3.903, -3.120, 1.462], [4.540, -2.157, 0.144], [2.297, -3.446, -0.177], [1.562, -2.127, 0.730], [1.517, -1.901, -1.807], [3.283, -1.763, -1.773]], "forces_ev_per_angstrom": [[0.175, 0.217, 0.139], [0.215, 0.412, 0.313], [0.053, -1.360, -0.415], [-0.623, -0.176, -0.428], [-0.242, 0.789, 0.148], [0.186, -0.019, -0.120], [-0.145, -0.131, 0.208], [-0.164, -0.063, 0.099], [0.099, -0.070, -0.210], [-0.079, -0.024, 0.033], [-0.005, 0.055, 0.048], [0.097, 0.017, -0.100], [0.148, 0.075, -0.097], [-0.076, -0.204, 0.014], [0.312, -0.160, 0.112], [0.297, 0.854, 0.213], [-0.417, -0.199, -0.426], [-0.022, 0.389, 0.343], [0.175, -0.036, -0.055], [-0.030, -0.010, -0.106], [-0.147, 0.008, 0.202], [0.242, -0.015, -0.183], [-0.200, -0.404, 0.058], [-0.088, 0.179, 0.058], [0.131, -0.110, 0.037], [0.024, 0.044, -0.015], [0.015, 0.097, 0.021], [-0.051, 0.041, 0.077], [-0.055, -0.085, 0.026], [-0.004, 0.061, -0.080], [0.158, -0.143, -0.031], [-0.022, 0.083, 0.015], [-0.072, 0.066, 0.026], [0.000, 0.003, 0.098], [0.072, -0.014, 0.055], [0.089, -0.010, -0.060], [0.058, -0.064, -0.020], [-0.066, -0.015, 0.008], [-0.133, -0.046, 0.001], [0.177, 0.002, -0.008], [-0.079, -0.030, 0.003]], "e_lumo_ev": 0.609, "max_force_ev_per_a": 1.42, "smiles": "N#Cc1nc(COc2ccccc2Cl)oc1N1CCCCCC1", "orbital_gap_ha": 0.323, "e_above_lowest_kcal_mol": 50.9}

5.
{"formula": "C17H18ClN3O3", "method": "wB97M-V/def2-TZVPD", "symbols": ["C", "C", "C", "C", "C", "C", "O", "N", "C", "C", "N", "C", "O", "C", "O", "C", "C", "C", "C", "C", "C", "Cl", "C", "N", "H", "H", "H", "H", "H", "H", "H", "H", "H", "H", "H", "H", "H", "H", "H", "H", "H", "H"], "positions_angstrom": [[3.245, -3.865, -0.510], [2.665, -2.505, -0.294], [2.520, -1.970, 0.986], [1.984, -0.708, 1.123], [1.609, 0.004, -0.017], [1.023, 1.356, 0.166], [0.490, 1.690, 1.212], [1.155, 2.210, -0.875], [0.668, 3.568, -0.796], [-0.784, 3.706, -1.255], [-1.640, 2.844, -0.473], [-2.751, 2.295, -0.986], [-3.191, 2.545, -2.089], [-3.479, 1.357, -0.015], [-2.688, 0.886, 1.056], [-2.001, -0.286, 0.976], [-1.734, -0.877, 2.215], [-1.070, -2.079, 2.317], [-0.667, -2.744, 1.170], [-0.892, -2.165, -0.062], [-1.530, -0.936, -0.165], [-1.646, -0.254, -1.765], [1.775, -0.629, -1.246], [2.287, -1.838, -1.376], [4.264, -3.906, -0.127], [2.658, -4.614, 0.018], [3.251, -4.095, -1.571], [2.824, -2.542, 1.850], [1.843, -0.252, 2.091], [1.517, 1.881, -1.754], [0.737, 3.867, 0.254], [1.309, 4.213, -1.399], [-1.095, 4.752, -1.147], [-0.904, 3.424, -2.307], [-1.315, 2.560, 0.444], [-3.944, 0.542, -0.578], [-4.279, 1.941, 0.456], [-2.071, -0.347, 3.092], [-0.880, -2.505, 3.290], [-0.170, -3.699, 1.232], [-0.557, -2.650, -0.965], [1.463, -0.172, -2.176]], "forces_ev_per_angstrom": [[0.027, -0.028, 0.027], [0.005, 0.015, 0.262], [0.025, 0.150, -0.182], [0.007, 0.116, -0.192], [0.140, -0.471, 0.149], [0.135, 0.085, -0.330], [-0.037, 0.046, 0.321], [0.035, 0.035, -0.211], [-0.375, 0.114, 0.081], [0.040, 0.095, -0.111], [0.333, 0.132, 0.294], [-0.128, -0.100, 0.522], [-0.261, 0.030, -0.227], [-0.463, 0.136, -0.355], [0.267, 0.142, 0.044], [0.071, -0.337, 0.117], [-0.037, 0.114, -0.145], [-0.068, 0.039, 0.011], [-0.045, -0.046, -0.148], [-0.028, -0.127, 0.140], [-0.116, 0.117, -0.052], [0.058, -0.197, -0.031], [-0.085, 0.478, 0.284], [0.089, -0.343, -0.424], [0.078, -0.074, 0.027], [-0.004, -0.122, 0.041], [0.008, -0.030, -0.022], [0.030, -0.064, 0.092], [-0.046, 0.028, 0.078], [0.063, -0.048, 0.125], [0.101, 0.059, -0.166], [-0.047, -0.018, 0.085], [0.075, -0.056, -0.119], [0.048, 0.092, 0.102], [-0.085, -0.081, -0.102], [0.117, 0.139, 0.037], [0.107, -0.087, -0.104], [-0.054, 0.063, 0.105], [0.000, -0.033, 0.107], [0.066, -0.094, -0.002], [0.027, -0.013, -0.105], [-0.073, 0.144, -0.020]], "e_lumo_ev": 0.558, "max_force_ev_per_a": 0.60, "smiles": "Cc1ccc(C(=O)NCCNC(=O)COc2ccccc2Cl)cn1", "orbital_gap_ha": 0.339, "e_above_lowest_kcal_mol": 1.9}

6.
{"formula": "C17H18ClN3O3", "method": "wB97M-V/def2-TZVPD", "symbols": ["O", "C", "C", "O", "C", "C", "C", "C", "C", "C", "Cl", "N", "C", "C", "C", "N", "C", "O", "C", "C", "C", "N", "C", "C", "H", "H", "H", "H", "H", "H", "H", "H", "H", "H", "H", "H", "H", "H", "H", "H", "H", "H"], "positions_angstrom": [[-0.136, -2.010, 0.617], [1.023, -1.998, 0.241], [2.197, -2.180, 1.208], [3.315, -1.406, 0.842], [3.223, -0.047, 0.953], [2.140, 0.645, 1.480], [2.161, 2.030, 1.545], [3.251, 2.741, 1.081], [4.335, 2.065, 0.544], [4.317, 0.685, 0.479], [5.653, -0.174, -0.202], [1.403, -1.845, -1.033], [0.475, -1.656, -2.125], [0.357, -0.193, -2.568], [-0.021, 0.749, -1.419], [-1.202, 0.316, -0.715], [-2.355, 1.014, -0.738], [-2.488, 2.052, -1.360], [-3.483, 0.423, 0.054], [-4.752, 0.962, -0.147], [-5.820, 0.450, 0.570], [-5.697, -0.531, 1.448], [-4.493, -1.038, 1.645], [-3.353, -0.607, 0.983], [2.534, -3.220, 1.155], [1.865, -1.975, 2.232], [1.273, 0.117, 1.844], [1.308, 2.549, 1.956], [3.262, 3.818, 1.131], [5.193, 2.601, 0.172], [2.392, -1.784, -1.232], [0.803, -2.267, -2.970], [-0.497, -2.022, -1.786], [1.306, 0.145, -2.990], [-0.404, -0.140, -3.347], [0.813, 0.828, -0.713], [-0.236, 1.743, -1.819], [-1.125, -0.541, -0.182], [-4.874, 1.767, -0.855], [-6.821, 0.839, 0.440], [-4.438, -1.835, 2.376], [-2.407, -1.073, 1.209]], "forces_ev_per_angstrom": [[-0.350, -0.131, 0.283], [0.586, 0.048, 0.035], [-0.251, -0.121, 0.258], [0.177, 0.130, -0.043], [0.117, 0.170, -0.054], [0.059, -0.256, 0.068], [0.059, 0.043, -0.016], [-0.053, 0.042, 0.024], [-0.060, -0.126, 0.008], [-0.115, -0.154, 0.042], [0.143, 0.003, -0.074], [0.281, -0.021, -0.229], [-0.237, 0.186, -0.296], [-0.106, -0.075, 0.358], [0.210, 0.152, -0.294], [0.045, -0.248, 0.161], [0.230, -0.025, -0.054], [-0.175, 0.143, -0.076], [-0.523, 0.004, 0.198], [0.236, -0.081, 0.013], [0.045, 0.204, -0.212], [-0.381, -0.197, 0.276], [0.262, -0.131, 0.055], [-0.089, 0.187, -0.169], [-0.077, 0.139, 0.036], [-0.029, 0.014, -0.184], [-0.108, -0.097, 0.032], [-0.086, 0.047, 0.039], [0.003, 0.111, 0.002], [0.102, 0.018, -0.045], [-0.043, -0.017, 0.148], [-0.096, -0.013, 0.095], [0.109, -0.027, -0.109], [0.031, 0.015, -0.084], [0.007, 0.027, -0.085], [-0.113, 0.041, -0.137], [0.117, -0.110, 0.105], [-0.094, 0.074, -0.017], [-0.017, 0.059, -0.037], [-0.036, 0.094, -0.081], [0.111, -0.063, 0.038], [0.110, -0.060, 0.024]], "e_lumo_ev": 0.481, "max_force_ev_per_a": 0.59, "smiles": "O=C(COc1ccccc1Cl)NCCCNC(=O)c1ccncc1", "orbital_gap_ha": 0.356, "e_above_lowest_kcal_mol": 2.2}

no.,E_tot (eV)
1,-97643.489
2,-50030.519
3,-49107.556
4,-39008.163
5,-41057.549
6,-41057.538